No. 1
{
  "formula": "C4H17NO4",
  "method": "ωB97M-V with the def2-TZVPD basis set",
  "symbols": ["O", "O", "O", "O", "N", "C", "C", "C", "C", "H", "H", "H", "H", "H", "H", "H", "H", "H", "H", "H", "H", "H", "H", "H", "H", "H"],
  "positions_angstrom": [[3.22346, 2.28732, -1.18040], [-2.30362, 1.46509, -1.76731], [0.59251, 1.02270, -1.71831], [0.82533, -1.01781, -0.04315], [-1.74205, -2.17848, 1.14505], [-2.36558, 0.08561, 1.23052], [0.09975, -0.49308, 0.97401], [2.21100, -1.31339, 0.18133], [-1.35257, -0.87008, 0.65289], [-2.53279, 2.33480, -2.09490], [-1.27802, -2.90639, 0.62070], [-2.13576, 1.04638, 0.76987], [2.84396, -0.42607, 0.19170], [3.60529, 3.16291, -1.11896], [0.42462, -0.88685, 1.93709], [2.39662, -1.87584, 1.09637], [2.54308, -1.93486, -0.65030], [3.84822, 1.72074, -0.72776], [-1.53527, -0.83457, -0.42111], [-3.35159, -0.27861, 0.94201], [0.25382, 0.58280, 1.05679], [-2.70329, -2.31738, 0.86792], [-1.35400, 1.49504, -1.65089], [-2.21577, 0.16066, 2.30756], [0.59543, 0.44912, -0.95200], [1.40724, 1.52029, -1.64873]],
  "forces_ev_per_a": [[-0.290, -0.229, 0.030], [-0.435, -0.350, 0.408], [-0.749, 0.288, -0.199], [1.641, -1.559, -1.026], [0.463, 0.731, -4.133], [0.448, 0.695, -0.296], [-0.255, -0.206, 0.961], [0.327, -0.200, -0.374], [-0.479, 0.713, 3.439], [-0.169, 0.181, -0.124], [1.320, -1.065, 0.870], [-0.601, 0.103, 0.095], [-0.257, 0.256, 0.069], [0.022, 0.332, -0.067], [-0.228, -0.279, 0.323], [-0.381, 0.047, 0.213], [-0.203, 0.113, -0.008], [0.242, -0.137, 0.034], [0.137, -0.513, -0.947], [-0.188, 0.517, 0.277], [-0.560, 0.380, -0.093], [-1.155, -0.100, 1.256], [0.815, 0.092, -0.329], [-0.305, -0.010, 0.028], [0.338, -0.306, -0.323], [0.503, 0.508, -0.081]],
  "spin_multiplicity": 2,
  "total_charge": 1,
  "total_energy_ev": -14093.9410,
  "lumo_energy_ev": [-3.144, -9.154]
}

No. 2
{
  "formula": "C5H11NO",
  "method": "ωB97M-V with the def2-TZVPD basis set",
  "symbols": ["O", "N", "C", "C", "C", "C", "C", "H", "H", "H", "H", "H", "H", "H", "H", "H", "H", "H"],
  "positions_angstrom": [[0.61942, 1.05308, 2.59734], [-0.58917, -1.52694, -2.10757], [0.41741, 1.53330, 1.23405], [1.27649, 0.62774, 0.16723], [-0.74117, -0.87567, -0.85807], [0.64319, -0.79914, -0.04328], [-1.98049, -0.47350, -0.41773], [0.39452, -1.20243, 1.05421], [1.26457, -1.60695, -0.47256], [-2.06508, -0.18822, 0.61450], [-2.76014, -0.68653, -1.20678], [1.32477, 1.65688, 2.98656], [-0.58276, 1.27942, 0.93240], [-1.34619, -1.96271, -2.54814], [-0.10675, -0.98869, -2.81745], [2.30750, 0.51905, 0.65558], [1.31821, 1.07157, -0.84200], [0.60567, 2.56972, 1.07172]],
  "forces_ev_per_a": [[1.307, 2.077, -0.587], [1.701, 0.767, 0.191], [0.981, -3.209, -1.254], [0.101, -0.323, 1.285], [-0.209, 0.597, 0.998], [-2.187, -0.671, 2.290], [2.158, -1.640, -2.091], [0.431, 0.800, -2.222], [0.108, 0.913, 0.051], [-0.731, 0.160, 0.033], [0.333, 0.676, 1.624], [-1.355, -1.341, -0.637], [-0.669, 0.391, 0.378], [-1.626, -0.423, -0.118], [0.353, -0.046, 0.286], [-1.219, 0.104, -1.076], [0.273, 0.385, 0.607], [0.252, 0.783, 0.240]],
  "spin_multiplicity": 1,
  "smiles": "C=C(N)CCCO",
  "total_energy_ev": -8899.0311,
  "lumo_energy_ev": 0.932
}

No. 3
{
  "formula": "C20H44B2ClIN3O6S2",
  "method": "ωB97M-V with the def2-TZVPD basis set",
  "symbols": ["I", "Cl", "S", "S", "O", "O", "O", "O", "O", "O", "N", "N", "N", "C", "C", "C", "C", "C", "C", "C", "C", "C", "C", "C", "C", "C", "C", "C", "C", "C", "C", "C", "C", "B", "B", "H", "H", "H", "H", "H", "H", "H", "H", "H", "H", "H", "H", "H", "H", "H", "H", "H", "H", "H", "H", "H", "H", "H", "H", "H", "H", "H", "H", "H", "H", "H", "H", "H", "H", "H", "H", "H", "H", "H", "H", "H", "H", "H", "H"],
  "positions_angstrom": [[-2.75278, 1.20500, -3.46642], [0.92673, 0.49147, -2.08421], [4.50408, -0.24378, 7.29423], [-0.67704, -4.30501, -5.63486], [4.11440, 0.17071, 5.91701], [-5.48898, -0.51721, -1.83927], [0.08985, 4.34601, 0.59285], [-2.02936, 5.36195, 0.33601], [-2.08779, -3.99087, -5.28218], [0.05482, 1.55724, 1.35160], [-3.45668, -1.90942, -2.09560], [-1.16953, 1.75310, -0.78396], [-3.02162, -0.30393, 0.58965], [3.49424, -1.33130, 3.32972], [1.54442, -0.34647, 2.07535], [-0.50328, -4.06622, -7.40837], [5.48812, -1.74114, 7.14087], [-2.06612, 0.73763, -1.50185], [-1.75496, -0.10615, 2.56808], [-0.82933, 0.95356, 0.48860], [0.32057, -2.88467, -5.15504], [-3.35019, 0.37648, -0.67167], [1.38253, 1.01894, 1.39859], [-2.11998, 0.60570, 1.31595], [0.12537, 2.01266, -1.48367], [1.10609, 4.15782, -2.49783], [0.11042, 2.96653, -2.71478], [3.01495, -0.85685, 1.92959], [-3.64633, -3.08701, -1.21519], [-3.87144, -2.28410, -3.46908], [-1.46077, -0.65147, 3.59484], [5.85834, 0.82107, 7.80907], [-1.92394, 3.00642, -0.53769], [-1.20139, 4.25525, 0.14601], [-4.13742, -0.72622, -1.59075], [2.65259, -1.90639, 3.74864], [5.47198, 1.83163, 7.92622], [-2.63861, 1.50474, 1.67258], [-1.57047, -0.23525, -1.57334], [-2.80947, -3.77572, -1.41521], [0.64412, 4.99097, -1.96270], [-0.42027, -0.03489, 0.23308], [1.97067, 1.73108, 1.99336], [-1.91036, 6.01575, -0.36310], [-3.62543, -2.85763, -0.14380], [-4.04139, 1.22141, -0.56927], [-0.87457, -3.07966, -7.68718], [5.89419, -2.00937, 8.11617], [-3.26167, -1.75163, -4.20251], [1.31972, -0.30247, 3.14366], [6.25229, 0.46988, 8.76283], [6.29540, -1.58178, 6.42552], [-1.30064, -0.82565, 4.63685], [6.64176, 0.81465, 7.05090], [-0.10445, -1.97399, -5.57977], [-2.33957, 3.41319, -1.47080], [3.65529, -0.47708, 3.99874], [-5.84087, -0.14528, -1.01830], [0.54558, -4.16888, -7.68736], [-3.61351, -3.34091, -3.59924], [-2.82029, 2.87275, 0.07728], [3.66565, -0.05888, 1.54183], [-2.47689, -1.13024, 0.34464], [4.35142, -2.00956, 3.27259], [1.43887, 4.47091, -3.49279], [2.00471, 3.82193, -1.96454], [3.05789, -1.71254, 1.24526], [-4.95207, -2.20851, -3.65471], [-1.08911, -4.83187, -7.91300], [0.90113, -1.08910, 1.58013], [0.08979, 4.62061, 1.52016], [1.34297, -3.02422, -5.50688], [4.83939, -2.54005, 6.78625], [-0.85220, 3.41910, -2.96331], [0.31655, -2.81751, -4.06811], [-4.54972, -3.64276, -1.50757], [0.88686, 2.42907, -0.82352], [0.46097, 2.47430, -3.62325], [1.89720, 0.97120, 0.42665]],
  "forces_ev_per_a": [[0.303, 0.264, 0.036], [-0.533, 0.098, 0.527], [-0.006, -0.008, 0.149], [0.079, -0.136, -0.024], [0.124, 0.111, 0.204], [0.783, -0.353, 0.814], [-0.371, -1.035, -0.028], [-0.061, -0.773, -0.525], [0.116, 0.089, -0.070], [-0.224, 0.596, -0.804], [-0.424, 0.474, -0.005], [-0.090, -1.483, -0.151], [0.309, 1.916, -0.620], [-0.739, 0.052, -0.588], [0.369, -0.192, -0.759], [0.004, 0.084, -0.100], [0.092, -0.062, -0.071], [-1.426, -0.634, 0.520], [0.477, 0.339, -0.380], [-0.189, -1.108, 2.668], [0.030, 0.152, -0.015], [-0.066, -1.122, -1.166], [1.416, -0.218, 0.700], [0.152, -1.183, 0.961], [1.338, 0.368, -2.084], [-0.157, -0.729, -0.318], [0.496, 1.359, 0.129], [-0.121, -0.061, 0.748], [0.741, -0.503, -0.458], [0.430, -0.814, 0.105], [-0.367, 0.770, 0.214], [0.112, 0.047, -0.025], [0.242, 1.505, 0.167], [0.100, 1.002, 0.534], [-0.614, -0.061, -0.354], [0.368, -0.005, 0.071], [-0.072, -0.043, -0.012], [-0.093, -0.086, -0.456], [0.402, 0.512, -0.309], [-0.202, 0.134, 0.168], [0.231, -0.090, -0.063], [-0.118, 0.438, -0.837], [-0.350, 0.048, -0.164], [-0.100, 0.270, 0.306], [-0.272, 0.074, -0.221], [0.351, -0.012, 0.409], [-0.026, -0.002, 0.065], [-0.039, 0.022, 0.013], [-0.392, 0.054, 0.029], [-0.320, 0.123, -0.283], [-0.045, -0.012, 0.004], [-0.032, 0.062, -0.008], [0.136, -0.507, -0.203], [-0.048, -0.036, -0.035], [-0.050, -0.043, -0.021], [0.216, -0.534, -0.020], [0.216, -0.457, -0.233], [-0.411, 0.427, -0.443], [-0.003, -0.032, 0.035], [0.014, 0.270, -0.131], [0.339, -0.475, -0.059], [-0.069, -0.241, 0.045], [-0.167, -0.111, 0.211], [0.046, 0.377, 0.091], [-0.127, 0.276, 0.280], [-0.204, 0.160, -0.008], [-0.031, 0.343, -0.088], [0.215, 0.324, 0.082], [-0.009, -0.026, 0.085], [-0.095, 0.161, 0.391], [0.326, 0.475, -0.195], [-0.011, -0.036, 0.007], [-0.055, 0.059, 0.016], [-0.012, -0.400, 0.208], [-0.048, -0.083, -0.008], [-0.052, 0.302, 0.462], [-0.795, -0.159, 0.612], [-0.349, -0.381, 0.339], [-0.590, 0.111, -0.060]],
  "spin_multiplicity": 1,
  "total_charge": 1,
  "total_energy_ev": -81847.7927,
  "lumo_energy_ev": -2.442
}